Model w:
Here is a gas-phase ion, C6H12N (charge +1) from the OMol25 dataset. Energies are from ωB97M-V/def2-TZVPD.

Results
- total charge = +1
- SMILES = C=C/C=C/CC[NH3+]
- highest occupied orbital energy (eV) = -12.69
- gap between HOMO and LUMO (eV) = 9.046

Last column: Mulliken charge in e.
Atoms and positions in Å:
C -3.007 -0.578 1.047  -0.689
C -1.987 0.265 1.023  -0.305
C -0.814 0.062 0.143  -0.179
C -0.183 0.991 -0.567  -0.386
C 1.175 0.863 -1.208  -0.656
C 2.028 -0.398 -0.971  -0.596
N 1.950 -0.876 0.465  -0.287
H -3.092 -1.282 0.229  0.232
H -3.842 -0.612 1.737  0.285
H -1.860 1.019 1.796  0.285
H -0.529 -0.973 0.003  0.409
H -0.547 2.011 -0.650  0.386
H 1.819 1.726 -1.036  0.412
H 0.955 0.912 -2.273  0.368
H 3.058 -0.099 -1.136  0.381
H 1.754 -1.186 -1.667  0.293
H 1.546 -0.117 1.025  0.341
H 2.898 -1.024 0.813  0.382
H 1.401 -1.721 0.602  0.324


Model x:
Here is 2 unconnected molecules or ions with the total composition C6H12N from the OMol25 dataset. Energies are from ωB97M-V/def2-TZVPD.

Results
- total charge = +1
- highest occupied orbital energy (eV) = -13.62
- gap between HOMO and LUMO (eV) = 8.257

Last column: Mulliken charge in e.
Atoms and positions in Å:
C -1.821 -0.238 0.680  -0.022
C -2.042 -0.861 -0.519  -0.754
C -0.904 1.617 1.766  -0.022
N -0.939 0.861 0.766  0.110
H -2.326 -0.531 1.621  0.345
H -1.854 -0.347 -1.462  0.319
H -2.241 -1.917 -0.455  0.308
H -0.174 2.430 1.932  0.275
H -1.689 1.556 2.517  0.241
H -0.146 0.836 0.068  0.151
C 1.827 -1.681 -0.531  -0.866
C 1.714 -0.405 -1.313  0.306
C 1.894 0.856 -0.879  -1.196
H 2.360 -2.496 -1.048  0.346
H 2.365 -1.465 0.412  0.289
H 0.825 -2.057 -0.344  0.173
H 1.381 -0.530 -2.396  0.282
H 1.740 1.697 -1.548  0.345
H 2.323 1.067 0.119  0.372


Model y:
Here is a molecular structure, C6H12N from the OMol25 dataset. Energies are from ωB97M-V/def2-TZVPD.

Results
- total charge = +1
- highest occupied orbital energy (eV) = -13.63
- gap between HOMO and LUMO (eV) = 10.053

Last column: Mulliken charge in e.
Atoms and positions in Å:
C 1.171 -0.560 0.197  0.249
C 2.256 -1.245 -0.085  -0.727
C -0.683 -0.383 0.818  -0.333
C -1.756 -1.333 0.199  -1.140
C 0.252 1.805 0.740  -0.786
C -0.127 0.625 -1.306  -0.829
N 0.232 0.538 0.060  0.366
H 3.134 -0.618 -0.479  0.239
H 2.298 -2.284 0.098  0.299
H -0.487 -0.376 1.820  0.633
H -2.558 -0.667 -0.344  0.299
H -2.353 -1.832 0.980  0.345
H -1.321 -2.110 -0.446  0.329
H 0.943 1.753 1.689  0.300
H 0.612 2.599 0.126  0.372
H -0.889 2.082 0.892  0.333
H 0.553 1.246 -1.913  0.348
H -0.092 -0.405 -1.622  0.365
H -1.184 1.165 -1.422  0.338


Model z:
Here is 2 unconnected molecules or ions with the total composition C6H12N from the OMol25 dataset. Energies are from ωB97M-V/def2-TZVPD.

Results
- total charge = +1
- highest occupied orbital energy (eV) = -11.99
- gap between HOMO and LUMO (eV) = 5.266

Last column: Mulliken charge in e.
Atoms and positions in Å:
C 4.186 -0.340 0.793  -0.439
C -2.120 -1.509 -0.982  -0.785
C -1.487 -0.498 -0.343  1.124
C 0.001 -0.472 -0.187  -1.388
C -1.930 1.886 0.270  -1.021
C -2.290 0.464 0.289  -0.081
N 3.132 -0.209 0.007  -0.361
H 4.985 -0.836 0.216  0.276
H 3.794 0.589 -0.301  0.300
H -1.543 -2.210 -1.572  0.305
H -3.168 -1.705 -0.786  0.294
H 0.514 -1.332 -0.611  0.388
H 0.330 -0.441 0.854  0.402
H -2.395 2.413 1.107  0.355
H -2.359 2.287 -0.659  0.333
H -3.351 0.239 0.401  0.344
H 4.062 -0.825 1.775  0.234
H -0.867 2.092 0.319  0.368
H 0.507 0.407 -0.589  0.352


Of them, model z has the lowest stability.


Model w:
Here is a gas-phase ion, C2H3N2O (charge +1) from the OMol25 dataset. Energies are from ωB97M-V/def2-TZVPD.

Results
- total charge = +1
- SMILES = c1c[nH+]on1
- highest occupied orbital energy (eV) = -17.95
- gap between HOMO and LUMO (eV) = 11.604

Last column: Mulliken charge in e.
Atoms and positions in Å:
C 1.168 -0.055 0.563  -0.095
C -0.013 0.023 -0.217  -0.023
N -1.010 0.139 0.735  0.078
O -0.429 0.228 1.943  0.025
N 0.833 0.110 1.799  -0.102
H 2.213 -0.161 0.154  0.365
H -0.132 -0.043 -1.230  0.476
H -2.001 0.017 0.776  0.276


Model x:
Here is a gas-phase ion, C2H3N2O (charge +1) from the OMol25 dataset. Energies are from ωB97M-V/def2-TZVPD.

Results
- total charge = +1
- SMILES = CN=[N+]=C=O
- highest occupied orbital energy (spin up / spin down) (eV) = -15.60 / -15.59
- gap between HOMO and LUMO (spin up / spin down) (eV) = 7.660 / 7.641

Last column: Mulliken charge in e.
Atoms and positions in Å:
C 0.059 -0.060 0.073  -0.427
N 0.619 -1.457 0.168  -0.058
N 0.750 -2.607 -0.328  0.109
C 1.173 -3.806 -0.442  0.590
O 1.280 -4.936 -0.513  -0.110
H -0.147 0.288 1.074  0.272
H -0.740 0.035 -0.664  0.317
H 0.952 0.477 -0.308  0.307


Of them, model x has the lowest stability.